DFT (ωB97M-V with the def2-TZVPD basis set) results for a structure of composition C2H11N8.

spin multiplicity	1
charge	+1
gap between HOMO and LUMO	0.3639	hartree
LUMO level	-3.21	eV
calculated total energy	-14163.0186	eV
energy relative to the best compared isomer or geometry (same formula, charge and spin)	13.3	kcal per mole

The geometry in XYZ format:
```
21
Properties=species:S:1:pos:R:3:forces:R:3:nbo_charge:R:1
C -2.86460 -0.54892 0.10308 3.290 -0.688 -0.163 0.71
C 1.40292 -0.36598 -0.15618 -1.030 0.289 -4.444 0.22
N -2.91773 -1.72997 0.18922 0.755 -3.012 0.263 -0.64
N -0.16769 2.22684 -0.30186 -0.559 -1.808 -0.332 -0.56
N -1.16786 1.39222 -0.36243 -0.463 0.063 0.514 0.04
N -3.75982 0.34836 0.09073 -2.016 0.327 0.141 -0.80
N 2.18865 0.75616 0.32360 -0.280 -0.490 0.300 -0.86
N 1.91927 -1.71346 -0.16423 2.270 0.219 0.612 -0.81
N -1.09755 0.19666 -0.00470 -0.627 0.587 -0.298 -0.02
N 0.06660 -0.36874 0.47030 0.501 0.189 0.538 -0.50
H 1.30585 -0.30570 -1.31397 -0.461 1.021 1.812 0.20
H -2.13637 -2.36205 0.12912 -0.086 -0.143 -0.036 0.42
H -0.45224 3.14767 -0.30436 -0.746 2.158 -0.431 0.40
H -4.67123 -0.10967 0.10270 0.001 1.018 -0.083 0.46
H -3.57020 1.28946 -0.00993 0.067 2.108 -0.251 0.44
H 2.97744 0.99667 -0.26386 -0.010 -0.264 -0.144 0.39
H 2.53745 0.48966 1.23088 0.284 0.355 0.454 0.37
H 2.32113 -1.88245 0.76312 -0.042 -0.466 -0.089 0.35
H 2.78270 -1.66856 -0.79076 -1.560 -0.397 1.018 0.38
H -0.04254 -1.11472 1.13324 -0.637 -0.200 -0.042 0.41
H 0.72040 2.01096 0.08127 1.349 -0.867 0.662 0.41
```
Forces are in eV/Å.